(1)
Density functional theory data (ωB97M-V/def2-TZVPD) for a structure of composition C31H35BrIN5O8PPt.

The value obtained for the HOMO-LUMO gap is 0.2142 Eh. For the relative energy (zero: lowest compared OMol25 entry of this formula, charge and spin), the calculation gives 73.2 kcal per mole. For the HOMO energy, the calculation gives -0.3937 hartree.

Geometry as ORCA input:
```
! wB97M-V def2-TZVPD RIJCOSX def2/J DEFGRID3
* xyz 1 1
Pt 0.587 0.228 -0.309
I -2.238 -2.874 -5.042
Br 1.289 1.527 -4.643
P -0.802 -1.352 1.597
O -0.125 -1.797 2.941
O -0.947 0.151 1.476
O 0.171 -1.815 0.482
O -1.137 1.365 -1.519
O -2.208 -2.003 1.538
O -2.173 5.068 0.073
O 1.660 1.363 -1.532
O 3.007 -0.386 -1.311
N 0.204 -0.971 -2.172
N 0.384 2.157 0.404
N 0.848 -2.143 -2.325
N -0.474 2.971 -0.103
N 1.868 0.308 1.176
C 3.984 2.159 -5.139
C 5.340 2.249 -4.865
C 3.603 1.229 -2.952
C 1.126 2.459 1.416
C -2.644 -3.249 0.878
C -3.862 5.211 -3.111
C 5.838 1.822 -3.642
C 3.416 -0.767 2.609
C 3.117 1.661 -4.177
C -2.109 3.512 -1.790
C -2.545 4.683 -1.172
C 2.567 -0.788 1.524
C -2.560 3.212 -3.085
C 3.546 0.403 3.345
C -3.420 4.049 -3.752
C -1.727 -4.393 1.258
C -0.857 -1.031 -2.983
C -2.024 -1.963 4.522
C -2.657 -3.013 -0.618
C 2.749 0.652 -1.882
C -4.046 -3.474 1.406
C 1.967 1.430 1.895
C 0.249 -2.923 -3.228
C 2.809 1.518 2.986
C -0.572 -1.564 4.330
C 0.338 -2.450 5.156
C -0.364 -0.097 4.664
C -3.434 5.521 -1.838
C -0.863 -2.240 -3.677
C -1.223 2.537 -1.149
C 4.971 1.302 -2.698
H 4.212 0.444 4.196
H 2.870 2.443 3.540
H -3.767 6.417 -1.331
H 3.971 -1.658 2.860
H 0.642 -3.888 -3.498
H -2.104 -5.317 0.818
H -4.666 -2.597 1.220
H -1.496 4.454 0.404
H -0.710 -4.225 0.895
H -4.544 5.881 -3.619
H 2.431 -1.660 0.911
H -0.729 0.101 5.672
H 1.381 -2.156 5.022
H -3.347 -2.206 -0.873
H 5.342 0.949 -1.744
H -0.906 0.542 3.965
H 6.009 2.645 -5.618
H 0.234 -3.492 4.852
H 6.896 1.890 -3.427
H -3.753 3.812 -4.753
H -2.698 -1.341 3.933
H 0.082 -2.365 6.212
H -2.973 -3.921 -1.134
H -1.690 -4.514 2.341
H 0.698 0.157 4.623
H -2.193 2.309 -3.555
H -1.662 -2.741 -0.968
H -4.032 -3.667 2.479
H -1.541 -0.203 -3.033
H -2.280 -1.847 5.575
H -2.184 -3.004 4.237
H -4.495 -4.331 0.902
H 1.709 -2.288 -1.821
H 3.593 2.473 -6.096
H 1.071 3.444 1.853
*
```

(2)
Density functional theory data (ωB97M-V/def2-TZVPD) for a structure of composition C31H35BrIN6O2ReS2.

The value obtained for the HOMO-LUMO gap (spin up / spin down) is 0.2281 / 0.2031 Eh. For the relative energy (zero: lowest compared OMol25 entry of this formula, charge and spin), the calculation gives 0.0 kcal per mole. For the HOMO energy (spin up / spin down), the calculation gives -0.5970 / -0.5969 hartree.

Geometry as ORCA input:
```
! wB97M-V def2-TZVPD RIJCOSX def2/J DEFGRID3
* xyz 3 4
Re 0.373 -0.073 0.823
I 1.841 -1.511 2.677
Br 4.157 -3.532 1.021
S 2.172 0.755 -0.483
S 0.854 1.758 2.334
O -1.472 -0.293 1.817
O -1.275 0.977 0.088
N 2.128 4.012 1.752
N 0.982 -3.473 -1.888
N 3.857 2.735 -0.023
N -1.265 -3.669 -1.051
N -0.002 -1.600 -0.634
N -0.789 -2.185 -2.882
C 1.618 -3.585 2.399
C 0.380 -5.557 2.910
C -0.503 5.574 1.221
C 0.340 8.210 1.489
C 2.471 -5.699 1.708
C 1.360 -6.308 2.274
C -1.165 6.584 0.544
C 5.927 3.926 -2.586
C -0.011 -4.383 -1.308
C -1.772 -3.109 -2.309
C 0.455 -2.914 -3.139
C 3.107 4.813 0.991
C 1.315 4.776 2.749
C 0.587 5.880 2.033
C -0.556 -1.101 -1.987
C 4.751 2.268 -1.122
C -1.044 -2.623 -0.110
C 3.573 4.480 -3.960
C -0.742 7.902 0.678
C 2.746 2.170 0.319
C 2.618 -4.318 1.767
C 4.750 3.274 -2.243
C 4.300 3.963 0.665
C 1.263 -2.414 -0.978
C 1.009 7.198 2.164
C -2.024 0.522 1.016
C 5.929 4.849 -3.625
C 3.570 3.552 -2.932
C 1.946 2.768 1.454
C 0.506 -4.178 2.984
C 4.754 5.127 -4.306
H -1.484 -0.567 -1.784
H 0.259 -3.723 -3.840
H 1.269 -7.385 2.228
H 6.850 3.704 -2.061
H -0.197 -5.200 -2.002
H -2.710 -2.585 -2.126
H 4.757 5.846 -5.115
H -0.663 -3.029 0.827
H 0.372 -4.794 -0.372
H 1.981 -1.725 -1.426
H 0.658 9.237 1.605
H 2.016 5.173 3.483
H 3.402 5.657 1.610
H -3.071 0.816 1.109
H -2.021 6.353 -0.077
H -0.241 -3.586 3.496
H -1.970 -2.079 0.070
H 2.661 4.690 -4.503
H 0.648 4.079 3.246
H 1.664 -2.805 -0.046
H 6.849 5.346 -3.901
H -0.475 -6.039 3.363
H 3.238 -6.291 1.227
H 4.959 4.496 -0.017
H 1.193 -2.242 -3.578
H 5.745 2.178 -0.681
H -1.268 8.691 0.159
H 2.650 3.032 -2.682
H 4.866 3.674 1.554
H 4.419 1.282 -1.435
H 0.182 -0.410 -2.398
H -1.956 -3.918 -3.013
H 2.622 5.203 0.094
H -0.845 4.547 1.136
H 1.838 7.444 2.818
*
```

(3)
Density functional theory data (ωB97M-V/def2-TZVPD) for a cluster of 2 separate species, C31H35BrN2O3S in total.

The value obtained for the HOMO-LUMO gap is 0.1245 Eh. For the HOMO energy, the calculation gives -0.2149 hartree.

Geometry as ORCA input:
```
! wB97M-V def2-TZVPD RIJCOSX def2/J DEFGRID3
* xyz 0 1
Br 2.633 2.060 3.045
S -1.149 1.350 3.693
O -3.582 -3.220 -1.996
O -1.265 0.046 4.331
O -2.278 1.839 2.915
N -1.179 -0.880 -0.912
N -1.613 -2.221 -2.676
C -0.009 3.117 7.200
C 0.464 -3.506 0.353
C -1.411 -3.111 -3.799
C 4.744 3.293 -1.491
C 0.870 0.199 -0.217
C -0.451 -0.163 -0.010
C -0.351 -5.777 -1.059
C -1.297 -4.898 -0.531
C -0.755 4.298 7.213
C -2.624 -2.488 -1.781
C -1.932 -2.734 0.608
C 3.500 1.246 -1.099
C 1.013 -5.504 -0.905
C 1.418 -4.373 -0.190
C -0.897 -3.732 0.133
C -1.457 4.682 6.067
C -0.042 1.289 -2.895
C -0.862 2.605 5.004
C 1.163 1.598 1.779
C -0.033 2.284 6.077
C -1.489 3.846 4.945
C 2.679 1.899 -0.158
C 2.922 3.272 0.101
C -0.483 -0.318 -4.697
C -2.292 -1.738 -0.498
C -0.924 0.122 -3.305
C -2.391 0.557 -3.312
C -0.759 -1.096 -2.309
C 4.506 1.943 -1.772
C 3.968 3.941 -0.521
C 1.575 1.203 0.500
H -3.161 -1.117 -0.230
H 1.754 -6.186 -1.326
H -2.365 -5.105 -0.654
H -0.686 -6.670 -1.592
H 0.587 1.390 6.034
H -1.189 -1.019 -5.155
H -0.990 0.106 0.901
H 0.592 2.834 8.067
H -2.512 1.382 -4.028
H 0.297 -1.428 -2.331
H -0.471 -2.857 -4.298
H 2.280 3.816 0.791
H -2.860 -3.271 0.849
H 1.014 0.994 -2.860
H 5.506 3.845 -2.050
H 0.642 0.786 2.325
H -2.011 4.156 4.040
H -0.776 4.924 8.109
H -1.343 -4.154 -3.451
H 3.356 0.180 -1.281
H -0.430 0.560 -5.356
H -0.339 1.708 -1.930
H 0.512 2.486 1.759
H -0.137 2.087 -3.645
H 0.519 -0.768 -4.666
H -1.995 5.632 6.047
H -1.590 -2.193 1.499
H 1.385 -0.286 -1.051
H 4.155 4.987 -0.275
H 5.093 1.417 -2.527
H -3.052 -0.260 -3.629
H 2.479 -4.160 -0.042
H 0.773 -2.637 0.941
H -2.705 0.914 -2.324
H -2.260 -3.024 -4.495
*
```

(4)
Density functional theory data (ωB97M-V/def2-TZVPD) for a structure of composition C31H35CsF3IN3O2SbTe.

The value obtained for the HOMO-LUMO gap is 0.2995 Eh. For the relative energy (zero: lowest compared OMol25 entry of this formula, charge and spin), the calculation gives 23.2 kcal per mole. For the HOMO energy, the calculation gives -0.3033 hartree.

Geometry as ORCA input:
```
! wB97M-V def2-TZVPD RIJCOSX def2/J DEFGRID3
* xyz 0 1
Cs -1.659 -0.687 -0.419
I -7.184 3.037 -6.481
Te 0.206 -3.817 1.165
Sb 1.863 0.185 -0.382
F 5.216 -3.858 -3.764
F 3.602 -1.096 5.467
F 5.257 5.329 -1.365
O -4.166 0.443 -0.623
O -2.472 1.640 -1.431
N -2.058 0.376 2.818
N -0.442 2.311 1.229
N -3.593 -1.982 1.560
C 1.933 -1.016 3.810
C 4.824 -2.854 -1.671
C 3.115 -1.156 -1.481
C -3.910 1.813 -3.899
C -1.574 -4.988 0.811
C 3.244 -0.817 4.200
C -6.627 2.245 -3.592
C 4.109 -1.941 -0.912
C 4.199 -0.322 3.327
C -5.865 1.829 -2.519
C -1.953 1.794 3.122
C 3.183 2.874 0.277
C 2.512 -0.254 1.593
C 1.096 -4.364 -0.718
C 3.815 -0.038 2.029
C 4.538 4.211 -1.150
C 3.073 1.909 -0.717
C 3.543 -2.209 -3.618
C -3.636 1.187 -1.470
C 4.529 -2.971 -3.018
C 4.450 3.268 -2.160
C 1.580 -0.724 2.501
C -3.598 -1.606 2.964
C -0.635 2.409 2.673
C -4.491 1.614 -2.659
C -3.381 -0.113 3.167
C 3.714 2.119 -1.930
C -6.028 2.425 -4.835
C 3.916 4.032 0.073
C -4.674 2.203 -4.987
C 2.837 -1.311 -2.834
H -2.185 -4.941 1.708
H -4.545 -1.876 3.450
H 5.597 -3.472 -1.237
H 4.016 4.786 0.840
H 5.210 -0.161 3.674
H -3.517 0.101 4.232
H -6.311 1.654 -1.550
H -2.046 1.907 4.206
H -2.842 1.680 -4.009
H -2.146 -4.592 -0.023
H 1.412 -5.402 -0.705
H 0.374 -4.214 -1.517
H 4.550 0.374 1.345
H 0.130 3.066 0.867
H 3.659 1.374 -2.715
H -1.917 0.279 1.820
H -4.097 -1.273 1.020
H 4.333 -1.857 0.146
H -2.800 -2.147 3.486
H 1.203 -1.381 4.519
H 2.707 2.719 1.240
H -7.687 2.426 -3.474
H -4.174 0.434 2.627
H 1.957 -3.727 -0.898
H -2.778 2.371 2.667
H -0.645 3.450 3.025
H -1.317 -6.026 0.618
H -4.210 2.345 -5.955
H 2.048 -0.730 -3.302
H 4.955 3.439 -3.100
H -4.093 -2.846 1.386
H -1.324 2.385 0.724
H 0.197 1.900 3.175
H 0.542 -0.848 2.227
H 3.333 -2.330 -4.672
*
```

(5)
Density functional theory data (ωB97M-V/def2-TZVPD) for the molecule C31H35FN2O4S.

The value obtained for the HOMO-LUMO gap is 0.2601 Eh. For the relative energy (zero: lowest compared OMol25 entry of this formula, charge and spin), the calculation gives 96.9 kcal per mole. For the HOMO energy, the calculation gives -0.2572 hartree.

Geometry as ORCA input:
```
! wB97M-V def2-TZVPD RIJCOSX def2/J DEFGRID3
* xyz 0 1
S 2.993 -2.291 -0.083
F 0.361 -4.031 0.541
O 1.290 -1.889 3.082
O 1.965 -4.050 2.824
O 3.373 -0.847 0.234
O 0.331 -1.780 0.879
N 2.629 4.056 1.643
N -4.918 -0.566 -1.918
C 1.503 -2.150 4.498
C 0.974 -0.917 5.157
C 1.582 -2.966 2.349
C -3.570 -0.619 -1.672
C 0.617 -1.034 -0.247
C 0.657 0.940 1.260
C 1.323 -2.754 0.774
C 3.099 -2.947 -4.008
C -2.926 -1.861 -1.556
C -1.577 -1.953 -1.250
C 1.155 -3.731 -2.171
C -0.816 -0.822 -0.916
C -7.102 0.189 -2.551
C 2.119 -3.880 -4.384
C -5.695 -1.778 -2.108
C 1.118 2.193 1.757
C 2.989 5.871 3.178
C 2.635 2.347 -0.111
C 3.679 4.853 1.033
C 2.085 -2.740 -1.820
C 3.128 -2.418 -2.733
C 1.144 -4.315 -3.422
C 3.894 6.070 1.954
C -1.426 0.444 -1.120
C 2.147 2.898 1.101
C -5.674 0.647 -2.174
C 2.149 1.136 -0.590
C 1.223 0.359 0.133
C 2.122 4.629 2.879
C -7.158 -1.331 -2.317
C -2.780 0.535 -1.426
H 2.122 -4.319 -5.375
H -0.159 0.425 1.745
H -5.345 -2.323 -3.005
H 4.949 6.147 2.233
H 1.176 -1.230 -1.182
H 1.059 4.908 2.763
H 1.483 -0.014 4.810
H -7.282 0.434 -3.604
H 0.942 -3.046 4.795
H -1.100 -2.935 -1.279
H -0.812 1.353 -1.018
H -7.603 -1.872 -3.161
H -5.623 -2.476 -1.255
H 3.596 5.705 4.077
H -0.097 -0.833 4.961
H 2.500 0.793 -1.575
H 0.453 -5.126 -3.673
H 0.683 2.552 2.667
H 3.609 6.969 1.399
H -7.740 -1.566 -1.416
H 0.455 -4.178 -1.432
H 3.373 5.192 0.030
H -3.244 1.516 -1.429
H -3.458 -2.817 -1.673
H 2.574 -2.315 4.645
H 2.173 3.916 3.718
H 4.622 4.294 0.922
H 3.987 -1.832 -2.379
H 2.349 6.740 3.360
H -5.209 1.229 -2.987
H 3.439 2.872 -0.649
H -5.717 1.301 -1.286
H -7.839 0.724 -1.943
H 1.134 -1.036 6.218
H 3.906 -2.648 -4.722
*
```

(6)
Density functional theory data (ωB97M-V/def2-TZVPD) for a structure of composition C31H35IN5O2Rb.

The value obtained for the HOMO-LUMO gap (spin up / spin down) is 0.1593 / 0.1781 Eh. For the relative energy (zero: lowest compared OMol25 entry of this formula, charge and spin), the calculation gives 0.0 kcal per mole. For the HOMO energy (spin up / spin down), the calculation gives -0.0203 / -0.0392 hartree.

Geometry as ORCA input:
```
! wB97M-V def2-TZVPD RIJCOSX def2/J DEFGRID3
* xyz -2 1
I 14.700 15.489 11.152
Rb 10.312 13.094 11.788
O 10.850 12.528 14.443
O 9.234 15.927 12.256
N 10.914 16.340 14.243
N 13.189 13.002 15.549
N 6.361 15.401 11.489
N 7.961 12.647 13.624
N 9.612 10.689 10.245
C 12.448 12.779 16.691
C 8.223 8.774 7.488
C 6.434 15.167 12.942
C 7.696 19.702 12.822
C 9.302 11.429 18.210
C 6.760 16.516 11.026
C 8.963 11.992 15.803
C 8.427 9.819 8.408
C 13.922 14.233 15.280
C 10.625 11.842 18.086
C 7.085 18.803 11.932
C 6.712 12.697 12.873
C 7.497 17.508 11.835
C 12.395 15.547 10.870
C 9.661 7.385 8.624
C 8.840 7.511 7.541
C 7.959 12.097 14.773
C 10.338 17.497 14.284
C 5.800 13.830 13.320
C 8.730 10.948 19.565
C 9.358 9.690 9.446
C 10.365 12.238 15.593
C 8.536 11.584 17.089
C 8.827 19.330 13.495
C 8.765 17.062 12.445
C 9.322 17.972 13.412
C 11.844 15.845 15.245
C 7.213 21.116 12.734
C 9.949 8.367 9.545
C 13.110 15.283 14.504
C 11.205 12.238 16.808
H 10.234 6.464 8.810
H 8.729 6.630 6.875
H 13.082 12.985 17.574
H 14.859 13.908 14.803
H 6.521 16.706 9.963
H 10.504 8.204 10.463
H 7.027 11.615 15.119
H 9.282 20.055 14.166
H 14.200 14.569 16.338
H 12.594 12.718 14.746
H 11.213 11.874 19.023
H 6.145 19.168 11.435
H 7.219 21.501 11.703
H 7.825 21.796 13.317
H 7.631 10.943 19.453
H 12.784 14.815 13.548
H 4.792 13.700 12.952
H 7.484 9.091 6.733
H 6.129 11.777 13.052
H 7.004 12.806 11.795
H 9.077 9.959 19.842
H 10.728 15.669 13.508
H 9.004 11.649 20.391
H 11.304 15.025 15.873
H 7.497 11.253 17.254
H 5.923 15.997 13.413
H 7.451 15.125 13.325
H 12.367 16.100 9.904
H 10.502 18.073 15.180
H 6.154 21.212 13.065
H 13.748 16.092 14.148
H 7.883 10.737 8.257
H 5.772 13.777 14.397
H 12.175 16.392 11.557
H 12.157 16.596 15.928
*
```

In eV/A, the max |F| values for the records above are, in order, 4.8 0.2 3.5 1.6 8.9 3.3.
In g mol⁻¹, the molecular weight values for the records above are, in order, 1038.5 980.8 595.6 1047.8 550.7 722.0.
In Eh, the energy values for the records above are, in order, -5410.21646 -5426.75668 -4509.59556 -2642.70974 -2110.56009 -1948.13792.